Formula: C48H93BrN11Pt
Source: OMol25
Level of theory: the ωB97M-V functional and the def2-TZVPD basis

Calculated values
Kohn-Sham gap (alpha / beta) (eV): 8.27 / 7.61
E_HOMO (alpha / beta) (eV): -10.1733 / -10.1792
Expectation value of S²: 2.01
Lowest unoccupied orbital energy (alpha / beta) (eV): -1.90 / -2.56
ΔE to the lowest compared entry with this formula, charge and spin (eV): 0.000

```
! RIJCOSX wB97M-V def2-TZVPD def2/J DEFGRID3
* xyz 1 3
Pt -0.99133 -0.61685 -2.12189
Br 0.14673 -0.24548 0.16089
C 3.61651 4.43454 -3.87167
C 2.41377 3.62297 -4.24441
C 2.65560 2.25114 -3.57839
C 1.40847 1.41779 -3.44117
N 0.46760 0.75366 -3.34314
H 3.58835 5.45959 -4.21058
H 4.63228 4.05926 -4.10253
H 3.62413 4.43795 -2.77134
H 2.29817 3.62352 -5.31180
H 1.50183 4.09813 -3.85685
H 2.92967 2.44962 -2.53821
H 3.41454 1.70128 -4.11059
C -3.35109 -0.71348 1.70804
C -4.69372 -0.13104 1.36318
C -5.57192 -1.11680 0.64224
C -5.66891 -2.40910 1.31024
N -5.60379 -3.41283 1.82547
H -2.88959 -1.19341 0.84878
H -3.40181 -1.43212 2.52058
H -2.69129 0.10491 1.93101
H -4.64087 0.81373 0.77686
H -5.18106 0.03168 2.32240
H -5.16711 -1.37012 -0.33161
H -6.60929 -0.73741 0.56888
C -2.59627 4.45194 -1.85183
C -3.64730 3.82013 -2.79859
C -4.29456 2.67068 -2.07178
C -3.32658 1.60593 -1.84731
N -2.55306 0.80209 -1.78135
H -3.04772 4.98342 -1.02773
H -1.97246 5.13197 -2.40669
H -1.89082 3.71221 -1.39118
H -3.15904 3.54290 -3.76037
H -4.36764 4.52048 -3.16451
H -5.12946 2.21723 -2.60201
H -4.69287 3.05199 -1.15660
C -1.54763 4.69580 3.42002
C -1.26166 3.95129 2.09338
C -2.34516 2.85361 1.87414
C -3.66656 3.39372 1.62938
N -4.73480 3.75783 1.46442
H -2.56332 5.07284 3.30814
H -0.89027 5.54405 3.60167
H -1.48141 4.01090 4.27069
H -0.27884 3.47389 2.01840
H -1.28636 4.68869 1.29613
H -2.37975 2.14924 2.69879
H -2.01505 2.25379 1.01931
C 0.03850 0.12801 -7.41610
C -1.25997 -0.58762 -7.76336
C -1.61867 -1.70936 -6.76827
C -1.69790 -1.32192 -5.36633
N -1.80222 -1.05571 -4.26086
H -0.09780 0.81774 -6.56942
H 0.36930 0.84178 -8.18412
H 0.84773 -0.61797 -7.20212
H -1.14765 -1.11418 -8.72261
H -2.11390 0.09312 -7.85389
H -0.87039 -2.47860 -6.74745
H -2.54114 -2.20581 -7.01918
C -3.08464 -6.31718 1.23348
C -2.89517 -4.87759 0.87770
C -3.42763 -4.49242 -0.49063
C -2.87234 -3.28501 -1.04682
N -2.29828 -2.38014 -1.50887
H -2.55994 -6.59034 2.15080
H -2.67201 -6.99002 0.44940
H -4.13413 -6.51120 1.31242
H -1.77279 -4.74558 0.73959
H -3.30146 -4.19713 1.60392
H -4.52904 -4.48661 -0.51422
H -3.25962 -5.28497 -1.21399
C 2.48716 -3.91166 -5.52247
C 3.14370 -4.12969 -4.10994
C 2.03315 -4.42691 -3.04219
C 1.16303 -3.24537 -2.84192
N 0.66324 -2.23398 -2.86638
H 1.65638 -3.21315 -5.46389
H 2.06985 -4.86664 -5.96293
H 3.18394 -3.48319 -6.25492
H 3.76414 -3.28194 -3.87596
H 3.86452 -5.00008 -4.16773
H 2.47142 -4.74252 -2.07565
H 1.43223 -5.32137 -3.35404
C 3.68862 -1.51975 -0.77426
C 4.60923 -2.53280 -0.05819
C 6.06150 -2.15299 -0.27886
C 6.36455 -0.75531 0.09876
N 6.67043 0.35360 0.21251
H 2.60286 -1.72150 -0.71303
H 3.96214 -1.58759 -1.83339
H 3.77211 -0.53239 -0.41596
H 4.42916 -3.56270 -0.42018
H 4.46069 -2.52028 1.02812
H 6.41197 -2.23013 -1.31174
H 6.72537 -2.80036 0.26647
C 0.00552 -4.65989 3.88469
C 1.06033 -3.64719 3.59156
C 0.89780 -3.00572 2.21499
C 0.99067 -3.99843 1.14501
N 0.98794 -4.94764 0.46694
H -0.12151 -5.35905 3.06183
H -0.98306 -4.17536 4.01568
H 0.29388 -5.23192 4.78821
H 2.06049 -4.08860 3.61336
H 0.93991 -2.80621 4.28389
H 1.63617 -2.22681 2.00974
H -0.03555 -2.45468 2.22155
C 5.82694 3.79901 -0.42928
C 4.44255 4.26443 0.01305
N 3.38640 3.36515 -0.46672
C 3.69548 1.96796 -0.02955
C 3.77057 1.76022 1.45680
C 2.03786 3.77863 -0.10433
C 1.67414 5.20241 -0.47148
H 6.09937 2.78912 -0.17850
H 6.58169 4.46797 -0.02225
H 5.86585 3.84725 -1.53590
H 4.39958 4.32622 1.07869
H 4.27619 5.25571 -0.45967
H 2.89079 1.29621 -0.47893
H 4.54852 1.64847 -0.63308
H 3.65393 0.74810 1.69142
H 4.73921 2.12951 1.80234
H 2.96106 2.34167 1.97310
H 1.83892 3.70259 0.96962
H 1.37983 3.02014 -0.55626
H 2.12349 5.94944 0.11942
H 0.60050 5.26981 -0.34387
H 1.78566 5.37489 -1.55249
C -4.05630 0.71984 5.34083
C -3.15327 -0.50470 5.59475
N -1.98391 -0.21470 6.35523
C -1.18569 0.91875 5.64941
C -0.50108 0.62553 4.32549
C -1.20810 -1.44175 6.47158
C 0.14038 -1.21524 7.12654
H -3.81986 1.46993 4.55904
H -4.06729 1.24647 6.28718
H -5.09237 0.47038 5.09745
H -3.72619 -1.27911 6.16669
H -3.04928 -1.01173 4.60140
H -1.91590 1.69560 5.57247
H -0.45639 1.25989 6.39985
H 0.44469 0.10285 4.38966
H -1.12799 -0.11085 3.80246
H -0.38934 1.45519 3.61358
H -0.99227 -1.80438 5.42552
H -1.75952 -2.18321 7.04299
H 0.82739 -0.48870 6.67068
H 0.72164 -2.10936 7.27854
H -0.05797 -0.75435 8.12888
*
```



Formula: C24H29F5N4O3ScSe
Source: OMol25
Level of theory: the ωB97M-V functional and the def2-TZVPD basis

Calculated values
Kohn-Sham gap (eV): 8.32
E_HOMO (eV): -10.3516
Lowest unoccupied orbital energy (eV): -2.03

```
! RIJCOSX wB97M-V def2-TZVPD def2/J DEFGRID3
* xyz 1 1
Sc 0.28733 0.24498 -0.02262
C -4.75497 2.34552 -1.58456
N -3.57559 2.32695 -0.71998
C -3.15021 3.61962 -0.18265
C -2.80144 1.25303 -0.58625
O -1.70519 1.30239 -0.00246
C -3.29423 -0.08489 -1.13615
O -2.56492 -1.16420 -0.62710
C -2.95157 -1.67438 0.61353
C -1.89570 -1.42452 1.67811
O -0.85913 -0.78801 1.42742
N -2.11923 -1.92183 2.88952
C -1.11638 -1.76339 3.94394
C -3.30218 -2.73448 3.18146
H -5.42361 3.12776 -1.23434
H -4.47797 2.56032 -2.61752
H -5.29682 1.40586 -1.55113
H -4.01255 4.09439 0.28229
H -2.36393 3.47263 0.54839
H -2.76662 4.25702 -0.97969
H -4.35948 -0.21031 -0.93237
H -3.15926 -0.09026 -2.21963
H -3.90788 -1.26153 0.95517
H -3.07982 -2.75522 0.51503
H -0.47859 -0.91874 3.71132
H -1.62704 -1.58661 4.88796
H -0.50525 -2.66293 4.02572
H -3.32542 -3.64029 2.57564
H -3.25720 -3.03050 4.22503
H -4.22339 -2.17287 3.02842
C 2.18649 -1.15019 0.84426
C 1.99989 -0.11772 1.78921
C 2.31049 1.10165 1.16966
C 2.70479 0.82620 -0.16268
C 2.63362 -0.56400 -0.35822
H 2.06211 -2.20769 1.01768
H 1.75275 -0.24816 2.83082
H 2.33510 2.06329 1.65470
H 3.07181 1.54266 -0.87853
H 2.91387 -1.09390 -1.25370
F -0.25492 -2.93224 -0.63339
C -0.18218 -2.30315 -1.83953
C 0.04205 -0.94850 -1.90017
C 0.06141 -0.42759 -3.17046
F 0.28315 0.90020 -3.36799
C -0.13208 -1.17409 -4.32094
F -0.10466 -0.60963 -5.53132
C -0.35386 -2.53241 -4.20195
F -0.54371 -3.28164 -5.28455
C -0.38146 -3.10871 -2.94247
F -0.61112 -4.41801 -2.82015
C 2.37393 3.07676 -3.26774
N 2.77111 3.78349 -2.04892
C 3.96117 4.46505 -1.87612
C 3.94385 4.97162 -0.62900
N 2.74477 4.58845 -0.05406
C 2.31790 4.95385 1.29357
C 2.02225 3.86583 -0.93181
Se 0.31711 3.14900 -0.69800
H 2.80732 3.58966 -4.12201
H 1.29112 3.08171 -3.33395
H 2.72105 2.04556 -3.23784
H 4.70462 4.52331 -2.65105
H 4.66946 5.56139 -0.09758
H 2.67014 5.95859 1.51122
H 2.72757 4.25775 2.02313
H 1.23392 4.92241 1.33090
*
```



Formula: C59H53LaN7O2PS2
Source: OMol25
Level of theory: the ωB97M-V functional and the def2-TZVPD basis

Calculated values
Kohn-Sham gap (eV): 5.76
E_HOMO (eV): -5.9012
Lowest unoccupied orbital energy (eV): -0.14
ΔE to the lowest compared entry with this formula, charge and spin (eV): 0.555

```
! RIJCOSX wB97M-V def2-TZVPD def2/J DEFGRID3
* xyz 0 1
La 1.23592 -0.02121 -0.46212
C -4.08645 2.93138 -0.78961
N -2.64997 2.94570 -0.51222
C -1.85835 1.85330 -0.28262
N -0.58788 2.20700 -0.18795
C -0.55278 3.57600 -0.32571
C -1.83156 4.04656 -0.54716
C -2.30885 5.40816 -0.86239
C -3.33233 6.01076 -0.13004
C -3.75284 7.29907 -0.43344
C -3.14660 8.00172 -1.46598
C -2.12115 7.41127 -2.19490
C -1.70534 6.12162 -1.89779
C 0.64768 4.42472 -0.11568
C 1.88860 4.11163 -0.66389
C 2.99928 4.90426 -0.39586
C 2.88006 6.02696 0.40768
C 1.64441 6.34813 0.96150
C 0.54120 5.55078 0.71059
P -2.68228 0.31776 0.23525
C -1.71080 -0.19149 1.68632
N -0.41169 -0.38283 1.82510
C -0.18471 -0.66306 3.14874
C -1.38804 -0.68719 3.81992
N -2.34787 -0.38411 2.88086
C -3.78788 -0.30716 3.13323
C -1.72591 -1.05716 5.21069
C -1.37911 -2.32045 5.68848
C -1.67647 -2.68442 6.99313
C -2.32903 -1.79214 7.83624
C -2.67602 -0.53152 7.36994
C -2.37176 -0.16505 6.06461
C 1.17357 -0.78890 3.72366
C 2.25566 -1.14310 2.92464
C 3.53642 -1.25724 3.44094
C 3.75900 -1.01636 4.78774
C 2.69603 -0.63080 5.59703
C 1.41856 -0.50959 5.07144
C -2.27417 -0.97483 -0.96151
N -1.10441 -1.53154 -1.22029
C -1.35503 -2.58029 -2.07628
C -2.69949 -2.62573 -2.36935
N -3.27370 -1.60343 -1.65099
C -4.70178 -1.28970 -1.61931
C -3.46559 -3.58975 -3.18714
C -4.34783 -3.16922 -4.18113
C -5.05000 -4.09348 -4.94416
C -4.87359 -5.45220 -4.72815
C -3.99117 -5.88238 -3.74413
C -3.29483 -4.96014 -2.97798
C -0.32874 -3.49418 -2.62124
C -0.21997 -3.68879 -3.99935
C 0.73051 -4.55904 -4.50882
C 1.58570 -5.24257 -3.64677
C 1.47843 -5.05560 -2.27733
C 0.51593 -4.19220 -1.76942
H -4.33920 2.07498 -1.40713
H -4.34723 3.83539 -1.32807
H -4.66933 2.88699 0.12860
H -3.78311 5.47450 0.69980
H -4.54361 7.75754 0.14970
H -3.47019 9.00855 -1.70186
H -1.63930 7.95725 -2.99858
H -0.89783 5.66197 -2.45754
H 1.99260 3.24518 -1.30620
H 3.95768 4.62275 -0.81802
H 3.74617 6.64346 0.61455
H 1.54480 7.21287 1.60743
H -0.40574 5.78795 1.18215
H -4.01964 -0.88197 4.02274
H -4.33797 -0.72352 2.29682
H -4.10800 0.72282 3.28538
H -0.86166 -3.00968 5.03041
H -1.39697 -3.66772 7.35383
H -2.56202 -2.07809 8.85573
H -3.17293 0.17415 8.02611
H -2.61181 0.83355 5.71383
H 2.12930 -1.30751 1.86946
H 4.35479 -1.51233 2.77573
H 4.75793 -1.10074 5.19999
H 2.86449 -0.40455 6.64422
H 0.61669 -0.17030 5.71233
H -5.26545 -2.18960 -1.83847
H -4.95621 -0.52888 -2.35652
H -4.98134 -0.92920 -0.63632
H -4.46465 -2.11009 -4.38771
H -5.72561 -3.74855 -5.71766
H -5.41846 -6.17352 -5.32535
H -3.84263 -6.94170 -3.57213
H -2.60751 -5.29950 -2.21161
H -0.86560 -3.13189 -4.66975
H 0.81687 -4.69450 -5.58109
H 2.34122 -5.90862 -4.04566
H 2.15545 -5.56379 -1.59920
H 0.42716 -4.04607 -0.70169
C 5.02538 1.92764 -3.43971
C 4.13312 1.59166 -2.25118
S 2.40912 1.42602 -2.64619
C 4.64183 1.44827 -1.01865
C 6.12677 1.60063 -0.76219
S 3.69884 1.07907 0.43121
H 4.47927 1.79302 -4.36982
H 5.91568 1.29362 -3.47484
H 5.36227 2.97047 -3.40359
H 6.63466 2.16820 -1.54446
H 6.60167 0.61630 -0.68882
H 6.28810 2.10425 0.19216
O 0.59743 -0.77694 -3.45732
H 1.17390 -1.52596 -3.65480
H 1.10997 -0.00899 -3.76058
O 1.27406 1.92608 2.07813
H 2.09012 1.61414 2.49284
H 1.58293 2.67665 1.55439
N 6.88180 -5.58443 -0.77135
C 5.99827 -4.84527 -0.75038
C 4.88814 -3.92118 -0.72835
C 3.86957 -4.06679 0.21414
C 2.81623 -3.16446 0.22115
C 2.69897 -2.08598 -0.67522
C 3.74465 -1.99406 -1.61169
C 4.82053 -2.87031 -1.64367
H 3.91492 -4.88127 0.93024
H 2.04860 -3.32944 0.97871
H 3.74804 -1.18832 -2.34202
H 5.61305 -2.74817 -2.37343
*
```



DFT total energy / eV: -140956.615 -137092.526 -108392.109